{
  "formula": "C41H103F6N5O6P",
  "method": "ωB97M-V/def2-TZVPD",
  "elements": ["C", "O", "H", "H", "H", "C", "C", "N", "C", "C", "C", "C", "C", "O", "C", "H", "H", "H", "H", "H", "H", "H", "H", "H", "H", "H", "H", "H", "H", "H", "H", "H", "H", "H", "H", "C", "C", "N", "C", "C", "C", "C", "C", "O", "C", "H", "H", "H", "H", "H", "H", "H", "H", "H", "H", "H", "H", "H", "H", "H", "H", "H", "H", "H", "H", "C", "C", "N", "C", "C", "C", "C", "C", "O", "C", "H", "H", "H", "H", "H", "H", "H", "H", "H", "H", "H", "H", "H", "H", "H", "H", "H", "H", "H", "H", "C", "C", "N", "C", "C", "C", "C", "C", "O", "C", "H", "H", "H", "H", "H", "H", "H", "H", "H", "H", "H", "H", "H", "H", "H", "H", "H", "H", "H", "H", "C", "C", "N", "C", "C", "C", "C", "C", "O", "C", "H", "H", "H", "H", "H", "H", "H", "H", "H", "H", "H", "H", "H", "H", "H", "H", "H", "H", "H", "H", "P", "F", "F", "F", "F", "F", "F"],
  "positions_angstrom": [[-0.31983, 0.05300, 0.54614], [-0.37538, -0.90607, -0.45140], [-1.13073, -0.05570, 1.28613], [0.58977, 0.01625, 1.18358], [-0.31948, 1.10104, 0.17085], [3.18059, -1.21989, 1.15456], [3.61945, -2.69536, 1.20622], [2.44666, -3.62567, 1.41865], [1.59744, -3.19655, 2.58805], [1.63575, -3.61373, 0.12769], [0.34933, -4.43218, 0.19536], [2.95478, -5.01078, 1.72259], [3.95234, -5.59917, 0.72437], [3.39247, -6.03493, -0.49333], [2.85526, -7.34523, -0.44169], [2.84656, -0.79636, 2.10052], [2.40017, -0.98509, 0.42670], [4.03851, -0.63015, 0.82108], [4.27660, -2.80266, 2.06486], [4.04531, -2.96559, 0.24764], [1.13665, -2.23332, 2.38694], [2.30032, -2.99499, 3.39786], [0.95301, -4.02980, 2.83761], [2.31674, -4.09250, -0.57313], [1.50036, -2.56477, -0.12516], [-0.16820, -4.52113, -0.76103], [-0.33907, -3.86775, 0.82550], [0.51311, -5.45915, 0.51244], [2.07434, -5.65016, 1.74202], [3.38235, -5.03273, 2.72406], [4.45933, -6.45719, 1.18074], [4.73955, -4.89968, 0.43953], [2.03427, -7.42154, 0.28084], [3.60771, -8.08992, -0.17387], [2.42204, -7.61062, -1.40284], [4.13312, 5.23033, 5.64307], [4.53923, 5.38033, 4.19386], [5.69256, 4.48916, 3.72722], [5.96533, 4.85517, 2.29114], [6.87194, 4.78186, 4.64090], [7.35656, 6.22675, 4.67714], [5.33073, 3.02007, 3.81081], [3.95970, 2.60889, 3.29193], [3.64893, 3.02141, 1.98704], [2.25257, 3.01485, 1.74271], [4.88556, 5.56703, 6.35068], [3.87098, 4.19159, 5.85699], [3.19143, 5.76137, 5.77855], [4.76652, 6.39765, 3.88348], [3.68135, 5.07694, 3.59120], [6.35041, 5.86795, 2.25731], [5.03454, 4.76498, 1.74539], [6.75263, 4.18293, 1.95720], [7.69944, 4.10371, 4.42711], [6.50884, 4.40390, 5.59698], [8.42606, 6.23108, 4.86167], [6.83214, 6.87416, 5.37813], [7.17437, 6.71211, 3.71791], [5.32319, 2.80321, 4.87927], [6.20655, 2.54273, 3.37390], [3.22908, 2.95583, 4.03256], [3.91324, 1.51525, 3.36973], [1.79091, 2.13457, 2.20017], [2.09050, 2.87989, 0.67118], [1.78642, 3.96031, 2.03309], [-5.34778, 3.75038, -2.27551], [-3.92056, 4.19845, -1.99627], [-2.89662, 3.06709, -2.22960], [-3.07211, 2.04780, -1.12752], [-3.11573, 2.31875, -3.52622], [-3.05548, 3.22175, -4.76611], [-1.50739, 3.67469, -2.21149], [-0.94935, 3.94032, -0.83103], [-1.87743, 4.63404, -0.02473], [-1.35168, 4.86914, 1.27455], [-5.66847, 2.89192, -1.69046], [-5.49286, 3.47207, -3.32173], [-5.98018, 4.63064, -2.16533], [-3.79215, 4.46933, -0.95665], [-3.67747, 4.95994, -2.73196], [-4.06200, 1.61738, -1.19736], [-2.81595, 2.56193, -0.20591], [-2.29873, 1.28678, -1.26916], [-4.02778, 1.72605, -3.45685], [-2.34980, 1.54442, -3.48807], [-3.82009, 3.99073, -4.82824], [-3.15274, 2.60446, -5.65667], [-2.05400, 3.64746, -4.74057], [-1.57652, 4.56780, -2.82938], [-0.82631, 2.99784, -2.72992], [0.02647, 4.43710, -0.84146], [-0.75179, 2.96362, -0.36604], [-0.88628, 5.85320, 1.33802], [-0.62623, 4.12762, 1.62901], [-2.19063, 4.72626, 1.95566], [-6.05414, -4.41521, 0.37881], [-5.72214, -2.95296, 0.16454], [-4.39351, -2.50277, 0.73951], [-4.35706, -2.75344, 2.22888], [-3.28263, -3.31190, 0.10933], [-3.05741, -3.03559, -1.36423], [-4.29225, -1.02116, 0.40880], [-4.87518, -0.07589, 1.43423], [-6.26871, -0.27479, 1.58027], [-7.07431, 0.41981, 0.64212], [-5.97823, -4.67255, 1.43852], [-5.52433, -5.18873, -0.17415], [-7.11403, -4.57611, 0.17394], [-6.52814, -2.34011, 0.55689], [-5.66042, -2.68979, -0.89216], [-3.52566, -2.11785, 2.53313], [-4.10271, -3.78557, 2.43537], [-5.29692, -2.40808, 2.64685], [-3.53130, -4.35781, 0.26892], [-2.38083, -3.09377, 0.68089], [-3.91061, -3.29866, -1.99508], [-2.23969, -3.69516, -1.65534], [-2.83053, -2.00200, -1.62143], [-4.79144, -0.91671, -0.55372], [-3.23523, -0.80095, 0.22360], [-4.67056, 0.94811, 1.10100], [-4.40330, -0.19359, 2.40931], [-8.08341, 0.15297, 0.95162], [-6.88229, 0.13408, -0.39751], [-6.97858, 1.50505, 0.75237], [2.41413, -3.22432, -3.13797], [1.08835, -2.49643, -3.31946], [1.20563, -1.14210, -3.94619], [2.26942, -0.35772, -3.23958], [1.52182, -1.25511, -5.41737], [1.63609, 0.07767, -6.13288], [-0.07493, -0.37045, -3.70478], [-1.29017, -0.77556, -4.52238], [-1.47376, 0.05029, -5.63108], [-2.52512, -0.36765, -6.50331], [2.20841, -4.23633, -2.79188], [3.05902, -2.78531, -2.37827], [2.98409, -3.26775, -4.06616], [0.62405, -2.36795, -2.33515], [0.36384, -3.06510, -3.90157], [2.05614, -0.44390, -2.17310], [2.26135, 0.69187, -3.51596], [3.23691, -0.76775, -3.51773], [0.69596, -1.80480, -5.87229], [2.38916, -1.88945, -5.58271], [0.74393, 0.70130, -6.14251], [1.97365, -0.06455, -7.15796], [2.35201, 0.78972, -5.70679], [0.12494, 0.68290, -3.90598], [-0.28559, -0.41696, -2.62670], [-2.09902, -0.61776, -3.78874], [-1.36331, -1.82862, -4.81995], [-3.45644, -0.48643, -5.93711], [-2.25138, -1.35563, -6.87762], [-2.72141, 0.35873, -7.28289], [-1.33182, -2.19691, 4.90702], [0.24809, -1.97728, 4.94753], [-1.43327, -1.18975, 3.61533], [-1.30147, -3.44247, 3.80989], [-2.98820, -2.35576, 4.87532], [-1.32473, -3.25000, 6.11073], [-1.60607, -0.91641, 5.87357]],
  "mulliken_charge": [0.9047, -0.8124, 0.0419, -0.6659, -0.8107, -1.3040, -0.4717, 0.9586, -1.1128, 0.7123, -0.8489, -0.4124, -0.9807, -0.2660, -0.7732, 0.2718, -0.0234, 0.5730, 0.4000, 0.4681, -0.0424, 0.4278, 0.6713, -0.3128, -0.1814, 0.2630, -0.0140, 0.3592, 0.3542, 0.6349, 0.5294, 0.2584, 0.3232, 0.3334, 0.2866, -1.2713, -0.2325, -0.0281, -0.8909, -0.4941, -1.1607, -1.0897, -0.3863, -0.4198, -0.8275, 0.3220, 0.2885, 0.4247, 0.5947, 0.2352, 0.4375, 0.3161, 0.3607, 0.5453, 0.4627, 0.3697, 0.3389, 0.2696, 0.4262, 0.5373, 0.4699, 0.3589, 0.4043, 0.3257, 0.3132, -1.2229, -0.4236, 1.1195, -1.3153, -0.1651, -1.4662, -0.3407, -0.0964, -0.3607, -0.6975, 0.2447, 0.2934, 0.4788, 0.4056, 0.5012, 0.5611, 0.5790, -0.0734, 0.5402, -0.3373, 0.3680, 0.3703, 0.3629, 0.5595, 0.1137, 0.6571, -0.4267, 0.3276, 0.1113, 0.3462, -1.3675, -0.2792, 1.1225, -1.1545, -0.7546, -1.2081, 0.2636, -0.6603, -0.3900, -0.7303, 0.3235, 0.3093, 0.4501, 0.3295, 0.4387, 0.1453, 0.5198, 0.3794, 0.5247, 0.4270, 0.4464, 0.5145, 0.0168, 0.6056, -1.0195, 0.2737, 0.4363, 0.3237, 0.2786, 0.3374, -1.5967, 0.2540, 1.1211, -1.1962, -0.3606, -1.2001, 0.3222, -1.6471, -0.2877, -0.9411, 0.4586, 0.2576, 0.4796, -0.1679, 0.4036, 0.2060, 0.5201, 0.4090, 0.4009, 0.4899, 0.1965, 0.4330, 0.3461, 0.5628, -0.6166, 0.5506, 0.8942, 0.3316, 0.3915, 0.2937, 1.3113, -0.3568, -0.4003, -0.3788, -0.3824, -0.3697, -0.3877],
  "lumo_ev": -5.6626,
  "total_charge": 3,
  "gap_ha": 0.27692
}



{
  "formula": "C41H104N4O22",
  "method": "ωB97M-V/def2-TZVPD",
  "elements": ["C", "C", "O", "C", "O", "O", "C", "H", "H", "H", "H", "H", "H", "H", "H", "C", "C", "O", "C", "O", "O", "C", "H", "H", "H", "H", "H", "H", "H", "H", "C", "C", "O", "C", "O", "O", "C", "H", "H", "H", "H", "H", "H", "H", "H", "C", "O", "C", "C", "N", "C", "C", "O", "C", "H", "H", "H", "H", "H", "H", "H", "H", "H", "H", "H", "H", "H", "H", "H", "C", "O", "C", "C", "N", "C", "C", "O", "C", "H", "H", "H", "H", "H", "H", "H", "H", "H", "H", "H", "H", "H", "H", "H", "C", "O", "C", "C", "N", "C", "C", "O", "C", "H", "H", "H", "H", "H", "H", "H", "H", "H", "H", "H", "H", "H", "H", "H", "C", "O", "C", "C", "N", "C", "C", "O", "C", "H", "H", "H", "H", "H", "H", "H", "H", "H", "H", "H", "H", "H", "H", "H", "C", "O", "H", "H", "H", "H", "C", "O", "H", "H", "H", "H", "C", "O", "H", "H", "H", "H", "C", "O", "H", "H", "H", "H", "C", "O", "H", "H", "H", "H"],
  "positions_angstrom": [[0.33479, 5.82826, -6.52808], [1.48740, 4.87265, -6.29757], [1.71415, 4.63261, -4.91743], [0.82266, 3.83282, -4.30965], [-0.06696, 3.25383, -4.85744], [1.12049, 3.77360, -3.01776], [0.31916, 2.89230, -2.24471], [0.50680, 6.72616, -5.92978], [-0.61952, 5.39827, -6.22839], [0.28783, 6.13684, -7.57164], [2.39450, 5.36628, -6.64684], [1.39674, 3.93404, -6.84295], [0.27693, 1.91400, -2.72482], [-0.71614, 3.24521, -2.26071], [0.65483, 2.82365, -1.21961], [1.61416, -3.74669, 2.95467], [1.16816, -4.90322, 3.81611], [2.33131, -5.48623, 4.47382], [2.81669, -6.63001, 4.05734], [2.62208, -7.17168, 3.02974], [3.66054, -7.06136, 4.98215], [4.30818, -8.29190, 4.69412], [0.79876, -3.24532, 2.43044], [2.26232, -4.13310, 2.15729], [2.18259, -3.02443, 3.53857], [0.56163, -5.62738, 3.27789], [0.61916, -4.52943, 4.68285], [3.62789, -9.14162, 4.72256], [5.08820, -8.41136, 5.44022], [4.78614, -8.26816, 3.71270], [-1.75281, -2.29837, 0.54246], [-2.64201, -2.32515, 1.77100], [-3.60038, -1.25373, 1.65925], [-4.72857, -1.38770, 2.35908], [-4.95773, -2.23793, 3.17875], [-5.55080, -0.42529, 1.97940], [-6.80596, -0.37016, 2.64714], [-1.18130, -3.23115, 0.48190], [-1.07593, -1.44594, 0.51150], [-2.36501, -2.32182, -0.36122], [-2.11444, -2.36104, 2.72378], [-3.20945, -3.26226, 1.70808], [-7.39787, 0.40500, 2.17314], [-6.66717, -0.10058, 3.69659], [-7.33189, -1.32321, 2.59856], [3.73112, 3.72451, 1.21473], [3.15798, 4.93471, 1.67853], [4.09696, 5.99914, 1.86417], [3.37062, 7.32859, 1.68897], [2.49670, 7.29654, 0.54428], [1.51801, 8.36814, 0.49358], [0.56402, 8.11055, -0.63072], [-0.19882, 6.97223, -0.36647], [-0.76059, 6.43047, -1.54349], [4.76694, 3.55178, 1.52408], [3.61734, 3.68617, 0.12958], [3.14448, 2.92809, 1.68543], [4.89732, 5.93977, 1.11824], [4.48982, 5.93055, 2.88438], [4.12435, 8.11849, 1.57462], [2.85573, 7.58667, 2.63993], [2.01983, 6.40247, 0.53419], [2.01057, 9.32054, 0.26468], [1.01575, 8.46662, 1.47074], [1.11452, 8.05659, -1.58094], [-0.07448, 9.00156, -0.77758], [-1.20668, 7.22960, -2.14947], [-1.54998, 5.72958, -1.27386], [-0.01519, 5.89741, -2.14454], [0.84126, -0.45402, -4.12192], [-0.28262, -1.08453, -4.71042], [-1.45508, -0.58834, -4.11994], [-2.69110, -1.08693, -4.84662], [-2.79365, -2.54665, -4.89593], [-3.74463, -2.97505, -5.90695], [-3.43348, -4.33556, -6.46672], [-2.08673, -4.40825, -6.82953], [-1.82928, -5.56639, -7.56729], [0.78815, 0.62898, -4.30304], [1.73322, -0.75778, -4.67609], [0.97984, -0.69072, -3.06497], [-1.49057, 0.51387, -4.12453], [-1.49042, -0.84050, -3.04256], [-2.62391, -0.63730, -5.85265], [-3.56201, -0.71936, -4.29528], [-1.87782, -2.94929, -5.05792], [-3.74857, -2.27503, -6.76344], [-4.76184, -2.94344, -5.50670], [-4.05559, -4.49867, -7.36160], [-3.73265, -5.12786, -5.76058], [-1.99717, -6.46953, -6.96929], [-0.79280, -5.55112, -7.89907], [-2.45289, -5.59272, -8.47099], [-0.04194, 6.46950, 4.41431], [-0.71650, 5.86484, 3.35002], [0.13177, 5.00567, 2.63538], [-0.70285, 4.22729, 1.66896], [-1.95056, 3.64351, 2.22620], [-1.68387, 2.44441, 3.03180], [-2.97746, 1.77250, 3.38423], [-3.69347, 2.64673, 4.23029], [-4.92842, 2.13575, 4.64378], [-0.71786, 7.16075, 4.91738], [0.78546, 7.09450, 4.04377], [0.32812, 5.72669, 5.12778], [0.70109, 4.34578, 3.30855], [0.85558, 5.58059, 2.05720], [-0.13593, 3.51963, 1.05491], [-1.03217, 4.94846, 0.91185], [-2.24021, 4.39184, 2.86028], [-1.13491, 2.66559, 3.95494], [-1.13714, 1.74446, 2.39107], [-2.74646, 0.86078, 3.96278], [-3.50045, 1.48980, 2.46228], [-4.86875, 1.13684, 5.08651], [-5.61894, 2.12561, 3.79136], [-5.29590, 2.86242, 5.36572], [-1.01129, -10.00535, 1.07750], [-0.32034, -8.98074, 0.42177], [-0.42600, -7.76303, 1.11223], [0.14969, -6.64163, 0.32340], [-0.72172, -6.37111, -0.82839], [-0.04185, -5.91204, -2.03145], [0.37075, -4.47047, -1.97064], [1.47018, -4.33570, -1.08927], [2.15086, -3.13039, -1.23083], [-2.06362, -9.73440, 1.28070], [-0.57799, -10.21323, 2.06986], [-1.01982, -10.90691, 0.47276], [0.12258, -7.83545, 2.06523], [-1.47599, -7.52853, 1.34730], [1.19394, -6.79543, 0.02986], [0.15761, -5.73525, 0.93920], [-1.27966, -7.18617, -1.04083], [-0.76016, -5.95932, -2.84214], [0.80974, -6.56415, -2.28006], [-0.48551, -3.85854, -1.66837], [0.71912, -4.17854, -2.97460], [2.92361, -3.16731, -0.45499], [1.52083, -2.25281, -1.04213], [2.69536, -3.04932, -2.18195], [3.70091, 1.41502, -1.62964], [3.33794, 0.04171, -1.87063], [3.94676, 1.54954, -0.56809], [4.59278, 1.69944, -2.19595], [2.88496, 2.08148, -1.88861], [4.14001, -0.48650, -1.90698], [1.17211, -0.07676, 1.33030], [0.83731, 0.30988, -0.00589], [1.61861, -1.07684, 1.31278], [1.78076, 0.62129, 1.91643], [0.24200, -0.16377, 1.89841], [1.57329, 0.03057, -0.56651], [1.11780, 0.72190, 5.23486], [1.40585, -0.41369, 4.44857], [1.14745, 1.63283, 4.60491], [0.11210, 0.69429, 5.64359], [1.85777, 0.89432, 6.02490], [2.30463, -0.32018, 4.09299], [-2.66436, 1.54287, -0.52736], [-2.79985, 2.94330, -0.42398], [-1.65340, 1.23265, -0.22141], [-3.33533, 1.02091, 0.16711], [-2.89190, 1.24650, -1.54751], [-2.54242, 3.13784, 0.51281], [4.47445, -1.03419, 1.98196], [4.00215, -0.45873, 3.20162], [4.15062, -0.37045, 1.16917], [5.56252, -1.10573, 1.96431], [4.01653, -2.00433, 1.82463], [4.52325, 0.33281, 3.36615]],
  "mulliken_charge": [-1.1495, -0.1851, -0.3913, 0.7476, -0.5525, -0.4605, -0.2080, 0.2932, 0.3088, 0.3874, 0.3018, 0.3279, -0.1019, 0.7075, -0.1905, -0.4085, -0.4104, -0.3267, 0.7688, -0.5298, -0.3670, -0.6514, -0.0655, 0.2336, 0.4224, 0.1910, 0.3173, 0.2867, 0.2338, 0.2950, -0.1005, -0.9015, 0.0572, 0.6111, -0.6013, -0.2465, -0.7474, -0.1864, -0.1642, 0.4514, 0.3340, 0.4875, 0.2383, 0.2918, 0.2891, -0.8329, -0.1456, -0.6837, -0.4842, -0.1935, -0.3950, -0.8129, -0.1509, -0.8690, 0.3872, 0.2805, 0.1768, 0.4999, 0.2724, 0.4636, 0.1324, -0.1116, 0.4146, 0.2228, 0.3979, 0.4201, 0.4506, 0.2748, 0.2259, -0.3736, -0.4664, 0.2972, -0.9632, -0.2258, -0.6539, -0.6156, -0.2378, -0.8017, 0.0627, 0.3610, 0.1750, 0.2577, -0.0799, 0.4181, 0.3101, 0.3149, 0.3393, 0.2626, 0.4380, 0.3580, 0.3082, 0.2485, 0.3068, -0.6864, -0.4999, 0.5048, 0.1096, -0.6146, 0.3913, -0.4455, -0.4162, -0.7512, 0.3181, 0.1181, 0.3220, 0.4045, -0.2145, -0.3202, 0.0364, 0.5101, 0.1111, -0.0524, 0.4438, 0.0095, 0.2762, 0.2573, 0.3233, -0.7520, -0.3273, -0.8096, 0.5116, -0.3622, -1.3292, 0.2613, -0.3810, -0.5518, 0.3189, 0.2803, 0.2579, 0.4833, 0.4257, 0.2284, -0.6051, 0.3118, 0.5729, 0.3554, -0.1178, 0.4057, 0.3404, 0.1008, 0.3598, -0.2506, -0.4297, 0.0290, 0.5079, -0.1090, 0.2469, -0.2474, 1.5257, -0.1198, -0.0606, 0.1465, -0.8125, -0.3874, -0.3131, -0.1021, 0.2605, 0.3475, 0.2698, -0.2093, -0.7171, -0.2359, 0.2775, 0.3688, 0.3774, -0.2053, -0.5150, -0.1197, 0.4449, 0.0429, 0.2584],
  "lumo_ev": 0.1081,
  "gap_ha": 0.31331,
  "smiles": "CCOC(=O)OC.CCOC(=O)OC.CCOC(=O)OC.COCCNCCOC.COCCNCCOC.COCCNCCOC.COCCNCCOC.CO.CO.CO.CO.CO"
}